Density functional theory data (ωB97M-V with the def2-TZVPD basis set) for the molecule C3H7FN2O2 at a distorted geometry.

Geometry (Å):
N -1.337 -0.055 -1.574
C -0.530 0.790 -0.592
C 0.889 0.115 -0.125
N 1.389 0.945 1.065
F 1.908 0.299 -1.222
O 0.826 -1.321 0.189
C -0.312 -1.653 1.063
O -0.441 -1.317 2.349
H -0.783 -0.928 -1.828
H -2.122 -0.449 -0.972
H -1.180 0.974 0.390
H -0.347 1.829 -1.152
H 0.846 1.852 0.989
H 2.416 1.144 0.874
H -1.222 -2.226 0.546

The HOMO energy comes out at -10.357 eV. As for the multiplicity: 1. As for the strongest force on any atom: 9.046 eV/A. The calculation puts the HOMO-LUMO gap at 10.2 eV. The electronic energy is -13014.2611 eV. The value obtained for the LUMO energy is -0.16 eV. The SMILES is NC[C@](N)(F)OC=O. Its charge is 0.